Molecular formula: CH3N2
Method: DFT, the ωB97M-V functional and the def2-TZVPD basis

Each atom is followed by the atoms it is bonded to, with distances in Å.
Cartesian coordinates (Å):
1 C -1.4255 0.3284 -0.1319  H4 1.030, H5 1.085
2 N 1.7963 -0.2038 0.1539  N3 1.090, H6 1.048
3 N 1.3190 0.0545 -0.7911  N2 1.090
4 H -2.1648 0.8225 -0.6518  C1 1.030
5 H -1.8993 -0.4394 0.4699  C1 1.085
6 H 2.3743 -0.5621 0.9511  N2 1.048

Output
HOMO energy (alpha / beta) (eV): -14.2 / -14.3
Energy relative to the best compared isomer or geometry (same formula, charge and spin) (kJ/mol): 497.9
Multiplicity: 1
Total charge: +1
E_LUMO (alpha / beta) (Eh): -0.2409 / -0.2415

Population analysis type Mulliken, resulting atomic charges in e:
1 C -0.41
2 N 0.42
3 N 0.07
4 H 0.25
5 H 0.24
6 H 0.43